The following is a DFT calculation (ωB97M-V with the def2-TZVPD basis set) of C3H11NOS as an isolated structure.

```
17
Properties=species:S:1:pos:R:3:forces:R:3:nbo_charge:R:1
C -1.1667 -0.4128 -0.1946 -0.7 -0.6 0.6 -0.08
O -1.9949 -1.0597 -1.1773 0.3 0.5 0.1 -0.72
C -0.4558 -1.5386 0.5401 0.5 -0.4 -0.5 -0.25
N 0.4726 -1.1254 1.5998 0.0 0.2 -0.3 -0.85
H -1.8198 0.1060 0.5200 0.3 0.3 -0.1 0.17
H -0.4688 0.2667 -0.6767 -0.1 0.1 0.1 0.16
H -2.3063 -0.3482 -1.7441 -0.2 -0.2 -0.1 0.47
H -1.2301 -2.1852 0.9591 0.1 0.1 0.1 0.21
H 0.0173 -2.1387 -0.2615 0.0 0.0 0.2 0.16
H 0.7440 -1.9385 2.1391 0.0 0.1 0.0 0.36
H 1.5011 -0.4328 -0.6407 1.4 3.8 1.1 0.13
H 1.3254 -0.6832 1.2183 -1.0 -0.5 0.6 0.37
C 0.9712 2.3801 -0.5022 -0.2 -0.3 -0.1 -0.76
S 2.1543 1.1069 0.0124 -0.7 -2.8 -1.6 -0.05
H 0.8566 2.3921 -1.5851 -0.1 0.0 0.1 0.22
H 0.0126 2.2652 0.0019 0.0 0.0 -0.1 0.22
H 1.3873 3.3461 -0.2087 0.2 -0.2 0.1 0.24
```
Forces are in eV/Å.

As for the multiplicity: 1. Its total energy is -17659.90548 eV. The value obtained for the energy above the lowest of the compared OMol25 structures with the same formula, charge and spin is 242.7 kJ/mol.

---

The following is a DFT calculation (ωB97M-V with the def2-TZVPD basis set) of C31H15F24GeN2OOsSSeSi as an isolated structure.

```
78
Properties=species:S:1:pos:R:3:forces:R:3:lowdin_charge:R:1
Os 0.3878 -0.4883 1.2403 0.9 -0.1 -0.3 0.90
C -0.4220 -3.9529 1.3855 0.0 0.0 0.0 -0.03
C -1.4078 -2.9755 1.9432 0.0 0.1 0.2 -0.30
C -2.6267 -3.3512 2.4841 -0.1 0.0 0.0 -0.05
C -3.4767 -2.3735 3.0121 0.0 -0.1 0.0 -0.08
C -3.1251 -1.0424 3.0238 0.0 0.0 0.1 -0.01
C -1.8683 -0.7026 2.4939 -0.1 0.0 -0.1 -0.44
N -1.0841 -1.6808 1.9741 0.2 -0.1 -0.4 -0.04
N -1.2256 0.4554 2.3084 0.0 -0.2 -0.1 -0.23
Si -1.6506 2.0730 2.7455 0.0 0.1 0.0 0.36
C -0.2084 3.1661 2.2991 0.0 0.0 0.0 -0.16
C -3.1851 2.6420 1.8288 0.0 0.0 0.0 -0.18
C -1.9750 2.1499 4.5927 0.0 0.0 0.0 -0.16
H 0.1043 -4.4442 2.2071 0.0 0.0 0.0 0.09
H 0.3119 -3.4459 0.7617 0.0 0.0 0.0 0.00
H -0.9302 -4.7162 0.7951 0.0 0.0 0.0 0.08
H -2.9087 -4.3950 2.4841 0.0 0.0 0.0 0.10
H -4.4382 -2.6725 3.4133 0.0 0.0 0.0 0.10
H -3.7814 -0.2746 3.4098 0.0 0.0 0.0 0.10
H 0.1602 2.9131 1.3022 0.0 0.0 0.0 0.01
H 0.6160 3.0439 3.0045 0.0 0.0 0.0 0.02
H -0.5059 4.2190 2.2924 0.0 0.0 0.0 0.03
H -2.9859 2.6612 0.7545 0.0 0.0 0.0 0.01
H -3.4855 3.6461 2.1446 0.0 0.0 0.0 0.03
H -4.0297 1.9675 1.9963 0.0 0.0 0.0 0.02
H -1.1208 1.7378 5.1356 0.0 0.0 0.0 0.02
H -2.8644 1.5848 4.8829 0.0 0.0 0.0 0.02
H -2.1172 3.1856 4.9165 0.0 0.0 0.0 0.03
F 4.2683 -1.8867 4.3776 -0.1 0.0 0.0 0.15
C 3.0002 -1.9655 3.9301 0.0 0.0 0.0 -0.55
F 2.3012 -2.6755 4.8305 0.1 0.0 0.0 0.16
F 3.0097 -2.6642 2.7971 0.0 0.0 0.0 0.14
C 2.3579 -0.5595 3.7269 -0.1 0.3 -0.1 -0.31
O 1.1627 -0.6691 3.1175 -0.1 -0.3 -0.1 -0.28
C 2.0584 0.0728 5.1278 0.0 0.0 0.0 -0.54
F 3.0755 -0.0375 6.0002 -0.1 0.0 0.0 0.15
F 0.9912 -0.4926 5.6913 0.0 0.0 0.0 0.17
F 1.7860 1.3823 4.9830 0.0 -0.1 0.0 0.15
C 3.3904 0.3632 2.9852 0.1 -0.1 0.0 -0.56
F 2.7608 1.3645 2.3709 0.0 0.1 0.0 0.14
F 4.2873 0.9088 3.8305 0.0 0.0 0.0 0.15
F 4.0880 -0.3107 2.0647 0.0 0.0 0.1 0.12
F 0.7829 -0.5820 -5.2598 0.1 0.0 0.0 0.10
C 0.3847 -1.6627 -4.5672 -0.1 0.1 0.1 -0.23
C -0.0063 -1.5212 -3.2467 -0.1 0.0 0.0 -0.13
C -0.4783 -2.6628 -2.6174 0.0 0.1 0.1 -0.24
F -0.9560 -2.6215 -1.3752 0.0 0.0 0.0 0.06
C -0.4995 -3.8941 -3.2494 0.0 0.0 0.0 -0.13
F -0.9476 -4.9800 -2.6121 0.0 0.0 0.0 0.12
C -0.0685 -3.9980 -4.5569 0.0 0.0 0.0 -0.13
F -0.0947 -5.1773 -5.1788 0.0 0.0 0.0 0.12
C 0.3688 -2.8724 -5.2299 0.0 0.0 -0.1 -0.14
F 0.7601 -2.9687 -6.5051 0.0 0.0 0.0 0.12
Ge 0.0023 0.2826 -2.4406 0.2 0.0 0.0 0.64
S -0.9170 0.5006 -0.4932 -0.1 0.1 0.0 0.27
C 1.8080 1.0745 -2.5736 0.0 0.0 0.0 -0.17
C 2.9649 0.4074 -2.9438 -0.1 0.0 0.1 -0.27
F 2.9347 -0.8696 -3.3422 -0.1 0.0 -0.1 0.07
C 4.2132 0.9982 -2.8849 0.0 0.0 0.0 -0.14
F 5.3074 0.3201 -3.2432 0.0 0.0 0.0 0.12
C 4.3301 2.2988 -2.4353 0.1 0.0 0.0 -0.13
F 5.5276 2.8807 -2.3738 0.0 0.0 0.0 0.13
C 3.2006 2.9963 -2.0546 0.0 0.1 0.0 -0.14
F 3.3109 4.2587 -1.6305 0.0 0.0 0.0 0.12
C 1.9698 2.3765 -2.1306 -0.1 -0.1 0.0 -0.25
F 0.8990 3.0902 -1.7574 0.0 0.0 0.0 0.08
C -1.2003 1.2554 -3.6961 0.0 0.0 0.0 -0.12
C -2.5100 0.8095 -3.7949 0.1 0.0 0.0 -0.23
F -2.9068 -0.2596 -3.0908 0.0 0.0 0.0 0.08
C -3.4508 1.4084 -4.6107 0.0 0.0 0.0 -0.14
F -4.7025 0.9468 -4.6757 0.0 0.0 0.0 0.12
C -3.0804 2.4997 -5.3733 0.0 0.0 0.0 -0.14
F -3.9699 3.0923 -6.1699 0.0 0.0 0.0 0.12
C -1.7819 2.9661 -5.3166 0.0 0.1 0.0 -0.14
F -1.4213 4.0103 -6.0690 0.0 0.0 0.0 0.12
C -0.8678 2.3392 -4.4893 0.1 -0.1 0.0 -0.21
F 0.3813 2.8235 -4.5065 0.0 0.0 0.0 0.10
Se 2.0188 -1.3257 -0.1705 -0.8 0.1 0.6 0.26
```
Forces are in eV/Å.

Its charge is -1. As for the multiplicity: 1. Its total energy is -245684.93613 eV.

---

The following is a DFT calculation (ωB97M-V with the def2-TZVPD basis set) of a 2-piece molecular cluster, C20H36BFNO8Si overall.

```
68
Properties=species:S:1:pos:R:3:forces:R:3:nbo_charge:R:1
C -0.0226 2.3526 -2.7494 0.3 -0.1 0.5 -0.61
C 0.1524 1.1001 -1.8925 -0.2 0.2 0.1 -0.39
C -1.1804 0.4257 -1.5760 0.6 -0.1 0.1 -0.41
C -1.9656 1.0313 -0.4082 -0.5 -0.1 -0.2 -0.40
C -2.5858 -0.0020 0.5332 0.1 0.2 0.1 -0.39
C -1.6183 -0.8458 1.3725 -0.4 0.3 -0.3 -0.40
C -1.3900 -0.2564 2.7569 -0.1 -0.5 0.3 -0.39
C -0.2277 -0.8547 3.5547 0.4 0.3 -0.1 -0.88
Si 1.5033 -0.5781 2.8547 -0.1 0.0 0.2 1.66
C 1.5642 1.1284 2.0553 -0.2 -0.2 0.7 -0.91
C 1.3734 2.2572 3.1013 0.0 -0.7 -0.2 -0.60
C 2.8591 -0.6663 4.1650 0.3 -0.1 -0.8 -0.88
C 4.2576 -0.5412 3.4870 -0.2 0.1 0.5 -0.40
C 5.0432 0.7182 3.8874 0.0 -0.1 -0.6 -0.22
N 5.1422 1.7548 2.8450 -0.4 0.2 0.1 -0.83
C 1.8695 -2.0105 1.6213 -0.3 0.7 0.0 -0.20
F 2.7123 -2.9491 2.2628 0.1 0.0 0.0 -0.40
C 2.4145 -1.6012 0.2587 0.2 -0.9 0.1 -0.44
C 3.1028 -2.7871 -0.4155 0.2 0.2 0.3 -0.60
H 0.8153 3.0223 -2.5760 0.2 0.2 -0.2 0.19
H -0.9108 2.8724 -2.4016 -0.2 0.2 -0.2 0.20
H -0.0865 2.1194 -3.8043 -0.2 0.0 -0.2 0.23
H 0.6348 1.4105 -0.9717 0.2 -0.1 0.4 0.18
H 0.8217 0.3915 -2.3659 0.2 -0.1 -0.3 0.20
H -1.7655 0.4718 -2.4860 -0.3 -0.1 -0.1 0.21
H -1.0046 -0.6335 -1.3992 0.0 -0.2 0.1 0.21
H -2.8132 1.5605 -0.8373 -0.1 0.3 0.1 0.21
H -1.4053 1.7780 0.1552 0.3 0.0 0.1 0.18
H -3.2153 -0.6474 -0.0697 -0.1 -0.2 -0.1 0.21
H -3.2481 0.5322 1.2161 -0.2 0.0 0.1 0.19
H -2.0791 -1.8214 1.5007 0.2 -0.3 0.0 0.20
H -0.7057 -0.9966 0.7975 0.3 0.0 0.1 0.19
H -1.3321 0.8285 2.7367 0.2 0.3 -0.2 0.19
H -2.2915 -0.4757 3.3269 -0.3 0.2 0.1 0.20
H -0.2470 -0.4450 4.5642 0.0 0.1 0.2 0.23
H -0.3518 -1.9286 3.6780 -0.1 -0.3 0.0 0.23
H 0.7271 1.1817 1.3738 0.0 0.0 -0.7 0.24
H 2.5047 1.2318 1.5271 0.0 0.1 -0.3 0.23
H 2.1058 3.0458 2.9845 0.1 0.2 0.1 0.20
H 1.4253 1.8442 4.1042 0.2 0.2 0.3 0.19
H 0.3858 2.6884 3.0082 -0.2 0.2 -0.1 0.21
H 2.7606 0.1344 4.8897 -0.2 0.0 0.3 0.22
H 2.8178 -1.6258 4.6662 -0.2 -0.1 0.3 0.24
H 4.8621 -1.4036 3.7401 0.0 -0.3 0.0 0.21
H 4.1473 -0.5762 2.4068 0.2 0.1 -0.3 0.19
H 6.0536 0.4325 4.1634 0.2 -0.1 0.1 0.18
H 4.5919 1.1502 4.7727 0.0 0.2 0.2 0.18
H 4.4374 2.4682 2.9988 0.1 0.0 0.0 0.35
H 4.9142 1.3578 1.9405 0.2 0.0 0.0 0.35
H 0.9256 -2.5209 1.4386 -0.1 -0.3 0.1 0.18
H 1.5554 -1.3659 -0.3570 -0.2 0.6 -0.1 0.23
H 3.0840 -0.7502 0.3181 0.1 0.2 -0.1 0.19
H 4.0137 -3.0422 0.1148 0.2 -0.1 0.0 0.21
H 3.3539 -2.5722 -1.4475 0.0 0.0 -0.2 0.21
H 2.4524 -3.6519 -0.3591 -0.1 -0.2 -0.2 0.21
B -4.6883 -0.2891 -5.4692 -0.1 0.0 0.0 1.15
O -4.2868 -1.3278 -4.4946 0.2 0.2 -0.2 -0.65
C -2.9708 -1.2888 -4.3412 -0.3 -0.6 0.5 0.67
O -2.3246 -1.9925 -3.6166 0.0 0.0 -0.1 -0.56
C -2.4174 -0.1830 -5.2339 0.3 0.6 -0.5 0.68
O -1.2634 0.1320 -5.3285 -0.1 -0.1 0.1 -0.57
O -3.4316 0.3782 -5.8761 0.0 -0.3 0.2 -0.65
O -5.3888 -0.8771 -6.6284 -0.1 0.2 0.2 -0.65
C -6.6020 -0.3426 -6.7169 0.1 -0.5 -0.6 0.67
O -7.4244 -0.6050 -7.5477 0.0 0.1 0.1 -0.56
C -6.7643 0.6601 -5.5789 -0.1 0.5 0.6 0.67
O -7.7365 1.3243 -5.3576 0.0 -0.1 -0.1 -0.56
O -5.6391 0.6704 -4.8722 0.0 -0.2 -0.3 -0.65
```
Forces are in eV/Å.

Its charge is -1. As for the multiplicity: 1. Its total energy is -50474.56715 eV.

---

The following is a DFT calculation (ωB97M-V with the def2-TZVPD basis set) of C26H22AuCl2NO4Sb as an isolated structure.

```
57
Properties=species:S:1:pos:R:3:forces:R:3:lowdin_spin:R:1
Au 1.2215 -2.2254 0.0064 0.0 0.2 1.5 0.61
O -0.8514 -4.3899 3.1055 0.0 0.1 0.2 0.01
C -0.2832 -3.5236 2.3290 0.1 0.0 0.1 0.01
O -0.6181 -3.2605 1.1822 0.5 -0.1 -0.8 0.10
C 0.8587 -2.8013 2.9787 -0.2 -0.2 0.3 0.01
C 1.1665 -2.9030 4.3274 0.1 0.0 -0.1 0.00
C 2.2275 -2.1518 4.8143 0.0 0.0 0.0 0.00
C 2.9330 -1.3188 3.9509 -0.1 -0.2 -0.1 0.00
C 2.5776 -1.2899 2.6103 0.1 0.3 0.3 0.01
N 1.5464 -2.0084 2.1606 -0.1 -0.1 -0.8 0.14
C 3.2295 -0.4364 1.5581 0.2 -0.4 0.2 0.02
O 4.3622 0.1549 1.7774 -0.1 0.2 -0.2 0.01
O 2.6800 -0.3185 0.4720 -0.1 -0.4 -0.6 0.11
H -1.5956 -4.8770 2.7078 0.0 0.1 -0.2 0.00
H 0.5928 -3.5589 4.9676 0.0 0.0 0.0 0.00
H 2.5107 -2.2125 5.8573 0.0 0.0 0.0 0.00
H 3.7484 -0.7215 4.3369 0.0 0.0 0.0 0.00
H 4.8055 -0.0149 2.6217 -0.1 0.0 0.1 0.00
Cl 0.4545 -2.3329 -4.1747 0.2 -0.1 0.1 0.00
C 2.0208 -2.8212 -3.5714 -0.4 0.6 -0.8 0.00
Cl 1.8807 -3.5474 -1.9241 -0.1 -0.2 0.4 0.04
H 2.6937 -1.9722 -3.5164 0.0 0.0 0.1 0.00
H 2.4052 -3.6208 -4.1995 0.1 -0.1 0.2 0.00
C -2.7786 5.0297 0.5937 -0.1 0.1 0.0 0.02
C -2.6218 4.1503 1.6568 -0.1 -0.3 0.0 0.00
C -1.9237 2.9622 1.4736 0.0 0.4 0.3 0.02
C -1.3841 2.7074 0.2243 0.9 -1.0 0.2 0.09
C -1.5133 3.5725 -0.8477 0.2 0.3 -0.1 0.03
C -2.2193 4.7542 -0.6455 -0.1 -0.3 -0.2 0.01
Sb -0.1783 0.8989 -0.1152 -1.9 1.5 -0.8 0.43
C -1.8861 -0.4651 -0.3059 1.6 0.3 -0.2 0.10
C -2.7110 -0.5761 0.8030 -0.2 -0.2 0.1 0.02
C -3.8105 -1.4200 0.7264 0.1 0.2 -0.1 0.00
C -4.0495 -2.1414 -0.4401 -0.1 -0.1 0.1 0.03
C -3.1863 -2.0498 -1.5212 0.1 0.1 -0.2 0.01
C -2.0788 -1.2089 -1.4633 -0.2 -0.4 0.1 0.03
C 0.8809 1.4935 -1.8944 -0.5 -0.6 0.6 0.07
C 0.4531 1.1034 -3.1560 0.2 -0.1 -0.2 0.02
C 1.1496 1.5724 -4.2635 -0.2 0.0 -0.1 0.01
C 2.2081 2.4568 -4.1075 0.0 0.0 0.1 0.02
C 2.5969 2.8666 -2.8372 0.0 0.0 0.1 0.00
C 1.9553 2.3577 -1.7180 0.0 0.0 0.1 0.01
H -3.3635 5.9303 0.7273 0.1 0.1 0.0 0.00
H -3.0399 4.3747 2.6285 -0.1 0.0 0.0 0.00
H -1.8048 2.2868 2.3109 0.1 0.0 0.0 0.00
H -1.0885 3.3598 -1.8204 0.1 0.0 0.0 0.00
H -2.3265 5.4431 -1.4724 -0.1 0.0 0.0 0.00
H -2.5290 -0.0116 1.7094 0.0 0.1 0.0 0.00
H -4.4797 -1.5001 1.5725 -0.1 0.0 0.0 0.00
H -4.9196 -2.7818 -0.5024 0.0 0.0 0.0 0.00
H -3.3638 -2.6298 -2.4174 -0.1 0.0 0.0 0.00
H -1.4062 -1.1597 -2.3085 0.0 0.1 0.0 0.00
H -0.4078 0.4685 -3.2992 0.0 0.0 0.0 0.00
H 0.8469 1.2593 -5.2546 0.0 0.1 0.0 0.00
H 2.7355 2.8249 -4.9771 0.0 0.0 0.0 0.00
H 3.3979 3.5827 -2.7132 0.0 0.0 0.0 0.00
H 2.2793 2.6405 -0.7238 0.0 0.1 0.0 0.00
```
Forces are in eV/Å.

Its charge is +3. As for the multiplicity: 3. Its total energy is -72243.12665 eV. The value obtained for the energy above the lowest of the compared OMol25 structures with the same formula, charge and spin is 177.3 kJ/mol.